94
Properties=species:S:1:pos:R:3:forces:R:3:lowdin_charge:R:1 method="wB97M-V/def2-TZVPD" total_energy_ha=-2408.409441 total_charge=+1 spin_multiplicity=1 homo_energy_ev=-10.80 lumo_ev=-4.2
O 6.16045 -0.96730 2.10519 0.27 0.42 -0.36 0.149
N 5.70266 -0.16834 1.42010 -0.50 -0.64 -0.12 0.034
O 5.97968 1.18557 1.93736 0.16 0.02 1.12 -0.126
C 4.86587 2.00661 1.75817 0.50 -0.30 -0.57 -0.247
P 3.53998 1.68023 2.96191 0.12 0.70 -0.74 0.879
F 3.83456 0.39065 3.72415 -0.01 -0.14 0.15 -0.021
F 3.61714 2.79152 4.00630 -0.10 -0.06 0.23 -0.020
C 1.87357 1.65333 2.33398 0.56 -0.57 0.40 -0.090
C 1.41794 0.35460 1.63916 -1.40 -0.05 -0.47 -0.503
O 0.32013 0.35046 1.16898 1.18 0.18 0.29 0.168
O 2.25752 -0.69492 1.52509 0.14 0.19 0.14 0.112
H 4.51620 1.96398 0.72058 -0.30 -0.02 -0.04 0.107
H 5.20692 3.02459 1.93863 -0.13 0.23 0.06 0.134
H 1.18495 1.84260 3.15572 -0.08 0.14 0.13 0.133
H 1.78856 2.46902 1.61720 -0.06 0.13 -0.09 0.137
H 2.62991 -0.98423 2.36902 0.08 -0.05 -0.01 0.118
C 0.73220 -2.47854 -1.29831 -0.03 0.04 -0.17 -0.167
C 0.05184 -3.80652 -0.99295 -0.03 -0.10 0.15 -0.164
C 0.67395 -4.72210 -2.03595 -0.04 0.06 -0.12 -0.190
O 1.99664 -4.22184 -2.27377 0.04 0.02 0.05 -0.146
C 2.13408 -2.93223 -1.68227 0.03 -0.09 0.09 -0.218
H 0.72667 -1.78048 -0.46397 -0.02 0.00 0.03 0.080
H 0.24233 -1.99758 -2.14750 -0.01 0.01 0.01 0.123
H 0.32274 -4.14467 0.01164 0.00 -0.01 -0.01 0.116
H -1.03336 -3.76278 -1.05632 0.00 0.06 -0.02 0.104
H 0.11909 -4.68603 -2.97844 -0.05 -0.02 0.03 0.121
H 0.73328 -5.76054 -1.70985 0.09 0.00 -0.02 0.118
H 2.77573 -3.02622 -0.79535 0.02 0.08 0.02 0.104
H 2.62161 -2.26038 -2.39179 0.03 -0.05 -0.04 0.116
C -4.65633 -1.00372 0.33980 0.08 -0.15 0.02 -0.167
C -3.47275 -0.17054 0.82116 0.00 0.06 -0.08 -0.162
C -2.28957 -1.04752 0.42954 -0.17 -0.17 -0.03 -0.215
O -2.69002 -1.76905 -0.73961 -0.05 0.05 0.08 -0.154
C -4.10320 -1.61651 -0.93695 0.07 0.11 -0.08 -0.188
H -5.56023 -0.42562 0.17890 -0.03 0.01 0.02 0.091
H -4.87898 -1.78994 1.06633 -0.01 0.01 0.00 0.120
H -3.43654 0.77556 0.27403 0.01 0.00 0.02 0.113
H -3.49901 0.05414 1.88764 -0.01 -0.02 0.00 0.109
H -2.05705 -1.77559 1.21853 0.02 0.07 0.05 0.123
H -1.39513 -0.47237 0.21562 -0.12 -0.15 -0.17 0.075
H -4.25689 -0.95276 -1.79432 -0.07 -0.01 0.00 0.119
H -4.54371 -2.58665 -1.16762 0.08 -0.03 -0.02 0.119
C -9.19428 0.21799 2.49439 0.06 -0.13 0.04 -0.161
C -8.23105 1.03546 3.34846 -0.05 0.14 -0.05 -0.161
C -6.91023 0.80785 2.62810 0.11 -0.15 -0.02 -0.208
O -7.22385 0.62780 1.24386 -0.29 -0.18 0.28 -0.204
C -8.63822 0.44791 1.09743 -0.03 0.15 -0.10 -0.189
H -10.23465 0.52250 2.59030 0.00 0.03 -0.01 0.115
H -9.12281 -0.83920 2.75872 -0.02 0.00 -0.01 0.116
H -8.50321 2.09297 3.31002 0.01 0.00 0.01 0.115
H -8.20099 0.73067 4.39294 0.01 -0.02 0.00 0.114
H -6.41097 -0.09904 2.98853 0.02 0.03 0.06 0.118
H -6.22054 1.64820 2.73380 0.02 0.00 -0.07 0.108
H -9.05461 1.35765 0.64895 -0.05 -0.03 0.00 0.117
H -8.82660 -0.38752 0.42301 0.07 0.01 -0.04 0.121
C 6.60671 1.68980 -3.12754 -0.14 0.11 -0.04 -0.154
C 7.21770 3.03796 -2.75216 0.13 -0.12 0.09 -0.157
C 6.34945 3.46238 -1.57871 -0.12 0.09 -0.09 -0.188
O 5.93034 2.24923 -0.92567 -0.08 -0.02 -0.05 -0.203
C 6.24202 1.12090 -1.76665 0.13 -0.07 0.04 -0.199
H 7.28008 1.04280 -3.68486 0.02 -0.01 0.02 0.121
H 5.70636 1.84175 -3.72606 0.00 -0.03 0.00 0.119
H 8.25024 2.90050 -2.42574 0.00 0.03 0.00 0.119
H 7.21114 3.76354 -3.56230 -0.03 0.00 -0.01 0.119
H 5.45619 3.99665 -1.91684 0.03 0.02 -0.03 0.120
H 6.88106 4.09172 -0.86423 -0.01 -0.06 0.07 0.119
H 7.08575 0.58479 -1.32041 0.01 -0.02 -0.03 0.112
H 5.38418 0.44830 -1.80324 -0.04 0.03 0.05 0.116
C -7.09571 4.36856 -0.70789 0.15 0.02 -0.07 -0.158
C -6.45966 3.32516 0.20734 -0.01 0.27 -0.04 -0.174
C -5.29991 4.11062 0.80364 0.08 0.04 -0.14 -0.208
O -5.71506 5.47515 0.86342 -0.02 -0.05 -0.02 -0.139
C -6.91673 5.64435 0.10460 -0.10 -0.03 0.11 -0.200
H -8.13745 4.16425 -0.95004 -0.01 0.00 0.02 0.112
H -6.53570 4.43652 -1.64353 -0.02 0.01 -0.01 0.115
H -7.15997 3.03980 0.98937 -0.03 -0.03 0.02 0.095
H -6.14080 2.42177 -0.30553 -0.02 -0.04 0.02 0.110
H -4.40987 4.04991 0.16522 0.01 -0.08 0.02 0.115
H -5.02956 3.77245 1.80642 0.01 0.06 0.02 0.108
H -7.74758 5.78955 0.80325 -0.04 0.01 -0.05 0.117
H -6.82808 6.53584 -0.51626 0.06 0.03 0.04 0.117
C 6.36792 -3.78181 -0.48208 -0.09 0.09 0.03 -0.181
C 5.94831 -5.04566 -1.22674 0.10 -0.06 0.01 -0.161
C 6.10781 -4.61365 -2.67854 -0.08 0.09 0.00 -0.188
O 7.17226 -3.65233 -2.70001 -0.08 0.02 0.04 -0.137
C 7.48960 -3.25694 -1.36940 0.11 -0.15 -0.01 -0.212
H 6.69032 -3.96046 0.54365 0.02 -0.02 -0.01 0.108
H 5.53933 -3.06739 -0.46135 -0.02 0.00 -0.01 0.093
H 6.64014 -5.85847 -0.99612 0.00 0.00 0.00 0.116
H 4.93902 -5.38193 -0.99540 -0.03 0.04 -0.03 0.111
H 5.19974 -4.13216 -3.05030 -0.08 -0.05 0.00 0.113
H 6.35674 -5.44095 -3.34225 0.06 0.04 -0.03 0.120
H 8.45155 -3.70396 -1.09584 0.00 0.06 0.09 0.120
H 7.59077 -2.16958 -1.32960 0.02 0.01 -0.06 0.101